[1]
ORCA calculation (the ωB97M-V functional and the def2-TZVPD basis) on a 15-piece molecular cluster, C57H97N16O overall in a non-equilibrium geometry.

Geometry as ORCA input:
```
! RIJCOSX wB97M-V def2-TZVPD def2/J DEFGRID3
* xyz 1 1
C -6.48 -4.30 3.45
C -6.75 -5.86 3.86
C -6.16 -6.78 2.69
C -7.13 -6.98 1.43
C -6.34 -7.12 0.03
C -4.97 -7.95 0.12
C -4.72 -8.95 -1.12
C -3.13 -9.02 -1.43
C -2.61 -7.69 -2.23
C -1.40 -6.94 -1.49
C -0.26 -6.36 -2.49
C 1.15 -7.07 -2.22
C 2.33 -6.08 -1.79
C 1.92 -4.99 -0.69
C 3.17 -4.72 0.31
C 2.65 -4.05 1.67
C 3.28 -2.58 1.94
C 3.39 -1.71 0.67
C 3.96 -0.28 1.03
C 4.24 -0.16 2.54
C 4.78 1.29 3.03
C 3.90 1.87 4.28
C 2.57 2.65 3.77
C 2.83 4.24 3.64
C 1.55 4.92 2.91
C 1.99 6.20 2.04
C 2.23 5.87 0.48
C 3.11 6.98 -0.28
O 2.48 7.43 -1.51
C 3.29 7.07 -2.67
N 4.09 -1.13 3.56
N 3.61 -2.34 3.27
H -5.55 -3.88 3.99
H -6.30 -4.27 2.31
H -7.40 -3.65 3.70
H -6.10 -6.03 4.79
H -7.84 -6.06 4.09
H -5.19 -6.28 2.33
H -5.88 -7.83 3.07
H -7.73 -7.94 1.62
H -7.88 -6.11 1.35
H -7.05 -7.64 -0.71
H -6.12 -6.06 -0.34
H -4.86 -8.57 1.08
H -4.11 -7.19 0.10
H -5.06 -10.01 -0.83
H -5.28 -8.66 -2.07
H -2.91 -9.97 -2.04
H -2.54 -9.13 -0.44
H -3.52 -6.99 -2.24
H -2.39 -8.01 -3.30
H -0.92 -7.61 -0.69
H -1.82 -6.04 -0.91
H -0.60 -6.64 -3.56
H -0.21 -5.22 -2.47
H 1.03 -7.98 -1.52
H 1.48 -7.53 -3.23
H 2.81 -5.53 -2.66
H 3.16 -6.74 -1.33
H 1.66 -4.01 -1.23
H 0.99 -5.32 -0.09
H 3.55 -5.77 0.59
H 4.04 -4.19 -0.19
H 2.95 -4.75 2.54
H 1.51 -3.96 1.66
H 3.12 -2.01 -0.40
H 4.13 0.53 0.25
H 4.60 2.05 2.18
H 5.88 1.28 3.31
H 3.55 1.05 4.99
H 4.57 2.57 4.91
H 2.12 2.19 2.83
H 1.81 2.53 4.64
H 3.80 4.40 3.07
H 2.90 4.73 4.68
H 0.80 5.24 3.72
H 1.04 4.19 2.18
H 1.09 6.93 2.08
H 2.89 6.73 2.51
H 1.20 5.86 -0.04
H 2.71 4.82 0.43
H 3.34 7.88 0.39
H 4.11 6.48 -0.59
H 2.79 7.51 -3.60
H 4.36 7.51 -2.61
H 3.35 5.93 -2.82
H 4.32 -0.91 4.55
C 3.36 11.33 -0.19
C 4.35 10.69 0.74
N 5.13 10.18 1.47
H 2.56 11.78 0.38
H 3.86 12.10 -0.78
H 2.95 10.57 -0.86
C 5.11 8.79 -5.92
C 3.98 9.68 -5.50
N 3.10 10.38 -5.17
H 4.92 8.40 -6.92
H 6.04 9.35 -5.93
H 5.20 7.95 -5.23
C 5.75 -4.12 -3.57
C 4.63 -3.23 -3.13
N 3.74 -2.53 -2.78
H 5.55 -4.50 -4.57
H 6.68 -3.56 -3.58
H 5.85 -4.96 -2.88
C -5.64 -1.35 0.47
C -5.19 -2.59 -0.25
N -4.84 -3.57 -0.81
H -5.86 -1.58 1.51
H -4.85 -0.60 0.43
H -6.54 -0.95 -0.01
C -6.88 0.54 -3.17
C -7.42 -0.61 -2.38
N -7.85 -1.52 -1.76
H -7.26 1.48 -2.77
H -5.79 0.55 -3.13
H -7.20 0.45 -4.22
C 0.53 12.53 -6.76
C -0.13 12.69 -8.09
N -0.64 12.81 -9.15
H 0.85 11.50 -6.61
H 1.40 13.18 -6.69
H -0.17 12.80 -5.97
C 6.65 11.50 -3.03
C 7.12 10.25 -3.72
N 7.49 9.27 -4.25
H 6.42 11.28 -1.99
H 7.43 12.26 -3.07
H 5.76 11.88 -3.53
C -7.38 -1.33 6.66
C -8.04 -1.18 5.32
N -8.57 -1.04 4.26
H -7.07 -2.37 6.80
H -6.50 -0.69 6.71
H -8.07 -1.05 7.45
C 0.53 -0.53 4.86
C -0.79 -0.25 5.50
N -1.83 -0.03 6.01
H 1.34 -0.34 5.58
H 0.57 -1.57 4.55
H 0.67 0.11 3.99
C -8.75 1.96 2.96
C -7.85 3.16 2.85
N -7.15 4.10 2.77
H -8.17 1.10 3.28
H -9.54 2.15 3.68
H -9.19 1.75 1.99
C 10.16 7.52 -2.51
C 11.46 8.23 -2.30
N 12.48 8.79 -2.14
H 9.64 7.41 -1.56
H 9.53 8.09 -3.20
H 10.34 6.53 -2.93
C -7.70 -3.48 -5.00
C -7.63 -2.13 -5.64
N -7.57 -1.07 -6.15
H -6.79 -3.67 -4.42
H -8.56 -3.52 -4.33
H -7.81 -4.25 -5.76
C -2.34 -13.20 -1.99
C -3.65 -12.89 -1.34
N -4.68 -12.65 -0.82
H -1.52 -13.04 -1.28
H -2.32 -14.23 -2.33
H -2.19 -12.54 -2.85
C 8.30 1.77 5.93
C 7.36 0.61 6.08
N 6.61 -0.30 6.20
H 9.20 1.45 5.42
H 7.82 2.56 5.36
H 8.57 2.16 6.92
*
```

The gap between HOMO and LUMO is 6.5210 eV. The calculation puts the electronic energy at -86551.0887 eV. The LUMO energy is -4.82 eV.

Mulliken population analysis, charges in e, atoms 1 to 4: number 1, C, carries -0.56; number 2, C, carries -0.61; number 3, C, carries -0.51; number 4, C, carries -0.61

***

[2]
ORCA calculation (the ωB97M-V functional and the def2-TZVPD basis) on a 8-piece molecular cluster, C58H126N6O10 overall in a non-equilibrium geometry.

Geometry as ORCA input:
```
! RIJCOSX wB97M-V def2-TZVPD def2/J DEFGRID3
* xyz 0 1
C -2.01 4.96 0.85
C -3.10 3.85 0.42
C -2.72 3.36 -0.98
C -3.06 2.67 1.37
C -3.69 3.07 2.66
C -5.16 3.48 2.42
C -5.23 4.70 1.49
C -6.67 4.92 1.06
C -4.75 5.97 2.24
N -4.52 4.31 0.28
O -4.49 5.37 -0.60
H -2.20 5.89 0.30
H -1.92 5.15 1.92
H -1.06 4.56 0.47
H -3.49 2.64 -1.29
H -2.65 4.20 -1.66
H -1.77 2.82 -0.95
H -3.72 1.90 0.97
H -2.00 2.37 1.41
H -3.74 2.23 3.37
H -3.18 3.90 3.15
H -5.64 3.91 3.29
H -5.74 2.63 2.04
H -6.76 5.77 0.37
H -7.30 5.12 1.93
H -7.03 4.06 0.49
H -4.75 6.85 1.57
H -3.81 5.92 2.76
H -5.51 6.22 2.97
H -5.25 5.32 -1.20
C -6.08 -1.30 -1.93
C -4.63 -1.38 -1.47
C -4.43 -0.34 -0.32
C -4.32 -2.77 -0.99
C -4.25 -3.74 -2.17
C -3.15 -3.33 -3.14
C -3.43 -1.90 -3.69
C -2.19 -1.40 -4.37
C -4.62 -1.94 -4.67
N -3.62 -1.04 -2.48
O -3.81 0.25 -2.99
H -6.46 -2.02 -2.66
H -6.67 -1.45 -1.02
H -6.31 -0.35 -2.42
H -3.41 -0.37 0.05
H -4.69 0.66 -0.68
H -5.10 -0.60 0.51
H -3.36 -2.77 -0.45
H -5.11 -3.03 -0.26
H -4.07 -4.73 -1.77
H -5.25 -3.76 -2.65
H -3.16 -4.05 -3.97
H -2.17 -3.30 -2.66
H -2.37 -0.44 -4.85
H -1.90 -2.09 -5.16
H -1.34 -1.23 -3.70
H -5.53 -2.43 -4.31
H -4.26 -2.51 -5.53
H -4.90 -0.96 -5.08
H -4.53 0.36 -3.63
C -1.74 -3.13 2.14
C -2.71 -2.96 3.33
C -4.08 -3.13 2.66
C -2.44 -3.97 4.44
C -1.12 -3.61 5.13
C -1.20 -2.22 5.69
C -1.52 -1.16 4.65
C -1.94 0.14 5.41
C -0.39 -0.70 3.72
N -2.77 -1.61 3.93
O -2.94 -0.67 2.91
H -2.07 -4.03 1.63
H -1.85 -2.28 1.46
H -0.72 -3.29 2.45
H -4.97 -2.99 3.30
H -4.19 -2.41 1.86
H -4.23 -4.09 2.16
H -3.30 -3.96 5.12
H -2.36 -4.97 4.00
H -0.97 -4.34 5.92
H -0.24 -3.75 4.50
H -0.23 -1.90 6.08
H -1.96 -2.19 6.50
H -1.99 1.08 4.87
H -1.13 0.29 6.14
H -2.83 -0.01 6.02
H -0.82 -0.17 2.88
H 0.19 -1.48 3.23
H 0.34 0.00 4.14
H -3.87 -0.42 2.93
C 3.76 -3.90 0.21
C 2.75 -4.97 -0.10
C 3.55 -6.34 -0.21
C 1.60 -5.10 0.86
C 0.43 -5.91 0.46
C -0.15 -5.19 -0.71
C 0.86 -5.16 -1.87
C 1.02 -6.59 -2.59
C 0.46 -4.21 -2.96
N 2.19 -4.62 -1.45
O 3.17 -5.00 -2.40
H 4.49 -3.90 -0.59
H 3.31 -2.91 0.28
H 4.28 -4.10 1.16
H 4.43 -6.28 -0.84
H 3.88 -6.58 0.80
H 3.00 -7.22 -0.55
H 2.12 -5.42 1.75
H 1.33 -4.06 1.04
H 0.71 -6.96 0.28
H -0.29 -5.93 1.30
H -0.35 -4.16 -0.48
H -1.09 -5.61 -1.06
H 1.32 -7.36 -1.88
H 1.72 -6.44 -3.41
H 0.02 -6.82 -2.99
H -0.50 -4.42 -3.43
H 1.21 -4.18 -3.75
H 0.35 -3.17 -2.63
H 3.45 -4.14 -2.72
C 3.86 -1.84 -3.15
C 5.26 -1.25 -3.25
C 6.25 -2.18 -2.49
C 5.62 -1.05 -4.70
C 6.80 -0.13 -4.82
C 6.48 1.23 -4.18
C 6.15 1.05 -2.65
C 7.37 0.70 -1.73
C 5.54 2.35 -2.08
N 5.08 0.07 -2.61
O 4.86 -0.14 -1.23
H 3.61 -2.02 -2.11
H 3.18 -1.13 -3.62
H 3.92 -2.78 -3.71
H 5.91 -2.24 -1.46
H 6.16 -3.15 -3.00
H 7.27 -1.86 -2.59
H 5.69 -2.04 -5.18
H 4.79 -0.51 -5.15
H 7.73 -0.48 -4.40
H 7.03 0.05 -5.87
H 5.64 1.68 -4.72
H 7.25 1.97 -4.10
H 6.96 0.45 -0.75
H 7.92 1.65 -1.73
H 7.98 -0.10 -2.15
H 6.31 3.13 -2.16
H 5.35 2.27 -1.00
H 4.66 2.67 -2.63
H 3.92 0.06 -1.09
C 3.59 4.19 0.65
C 2.49 4.33 1.70
C 1.65 5.57 1.32
C 1.56 3.10 1.73
C 0.65 3.00 2.94
C 1.47 3.12 4.18
C 2.27 4.42 4.17
C 1.38 5.67 4.46
C 3.26 4.38 5.35
N 3.17 4.43 2.98
O 3.87 5.67 3.01
H 4.12 5.15 0.60
H 4.32 3.45 1.00
H 3.22 3.93 -0.34
H 2.27 6.46 1.25
H 1.31 5.34 0.30
H 0.73 5.69 1.91
H 0.99 3.14 0.79
H 2.23 2.24 1.69
H -0.15 3.74 2.92
H 0.12 2.04 3.00
H 2.19 2.31 4.30
H 0.89 3.16 5.10
H 0.49 5.75 3.86
H 2.04 6.53 4.44
H 1.09 5.44 5.50
H 3.96 3.57 5.11
H 2.73 4.21 6.29
H 3.81 5.32 5.48
H 4.83 5.60 3.05
O 0.89 0.87 -4.29
C 2.02 1.54 -3.74
C 1.65 2.90 -3.18
O 0.87 2.81 -1.98
H 0.37 0.62 -3.51
H 2.55 0.98 -2.96
H 2.74 1.75 -4.53
H 1.11 3.48 -3.94
H 2.56 3.43 -2.92
H -0.01 2.55 -2.30
O -0.98 0.61 -2.06
C -0.75 -0.25 -0.96
C 0.69 -0.76 -0.91
O 1.64 0.24 -0.58
H -1.93 0.64 -2.25
H -0.97 0.34 -0.05
H -1.47 -1.07 -0.96
H 0.92 -1.26 -1.85
H 0.72 -1.57 -0.16
H 1.31 1.16 -0.71
*
```

As for the relative energy (zero: lowest compared OMol25 entry of this formula, charge and spin): 0.00 kcal per mole. As for the SMILES: CC1(C)CCCC(C)(C)N1O.CC1(C)CCCC(C)(C)N1O.CC1(C)CCCC(C)(C)N1O.CC1(C)CCCC(C)(C)N1O.CC1(C)CCCC(C)(C)N1O.CC1(C)CCCC(C)(C)N1O.OCCO.OCCO. The gap between HOMO and LUMO is 8.6715 eV. The calculation puts the electronic energy at -91598.4568 eV. The LUMO energy is 0.35 eV.

Mulliken population analysis, charges in e, atoms 1 to 4: number 1, C, carries -0.96; number 2, C, carries 1.62; number 3, C, carries -1.29; number 4, C, carries 0.76